Molecular formula: C5H12N2O
Method: DFT, the ωB97M-V functional and the def2-TZVPD basis

Calculated values
HOMO level	-8.701	eV
E_tot	-382.42446	hartree
largest force on an atom	0.0259	hartree/bohr
charge	0
structure (SMILES)	C=C[C@](N)(O)N(C)C
orbital gap	9.704	eV
2S+1	1
energy relative to the best compared isomer or geometry (same formula, charge and spin)	49.0	kcal/mol

Each atom is followed by the atoms it is bonded to, with distances in Å.
Element x y z (Å)
1 C 0.54 1.58 -1.29  N3 1.451, H6 1.098, H7 1.090, H8 1.088
2 C 1.69 0.41 0.46  N3 1.453, H5 1.098, H9 1.091, H10 1.088
3 N 0.73 0.31 -0.63  C1 1.451, C2 1.453, C11 1.489
4 H 0.55 -1.61 -1.30  O15 0.995
5 H 1.40 1.15 1.22  C2 1.098
6 H 0.03 2.32 -0.66  C1 1.098
7 H 1.52 1.97 -1.55  C1 1.090
8 H -0.04 1.45 -2.20  C1 1.088
9 H 2.65 0.70 0.04  C2 1.091
10 H 1.80 -0.56 0.94  C2 1.088
11 C -0.50 -0.44 -0.26  N3 1.489, N12 1.446, C13 1.511, O15 1.413
12 N -1.65 0.08 -0.98  C11 1.446, H16 1.014, H17 1.013
13 C -0.84 -0.40 1.21  C11 1.511, C14 1.319, H18 1.081
14 C -0.81 -1.46 2.00  C13 1.319, H19 1.077, H20 1.077
15 O -0.20 -1.77 -0.66  H4 0.995, C11 1.413
16 H -1.61 -0.19 -1.95  N12 1.014
17 H -2.50 -0.30 -0.59  N12 1.013
18 H -1.16 0.57 1.55  C13 1.081
19 H -0.50 -2.42 1.63  C14 1.077
20 H -1.12 -1.40 3.03  C14 1.077

Results of the Löwdin charge analysis, in e, for atoms 1 through 5: -0.103, -0.097, -0.206, 0.124, 0.087